No. 1
43
Properties=species:S:1:pos:R:3:forces:R:3:mulliken_charge:R:1 method="wB97M-V/def2-TZVPD" total_charge=-1 relative_energy_kj_mol=135.7
C 0.892 -3.953 1.443 -0.442 0.209 -0.926 -1.2283
C 0.973 -2.524 0.745 0.724 -1.143 1.852 0.2085
I 0.641 -2.840 -1.367 -0.078 0.309 0.458 -0.0086
C 2.367 -1.821 1.025 -0.617 0.747 0.113 -0.8186
C 2.057 -0.327 1.388 1.362 0.177 -1.777 0.0037
C 3.209 0.767 1.274 -0.476 -0.235 -0.515 -0.6154
O 2.410 1.958 1.171 0.960 -1.006 0.803 -0.7452
B 1.422 1.559 0.170 -1.435 0.108 -1.450 0.8024
C -0.113 2.156 0.241 0.242 1.185 1.262 -0.2042
C -1.039 1.477 1.320 0.189 -0.020 -0.437 -0.3358
C -2.149 0.523 0.751 -0.815 0.010 0.624 -0.2286
C -2.947 1.106 -0.461 1.058 -0.285 0.267 -0.5588
S -4.408 0.073 -0.962 0.413 -0.595 -0.217 -0.2218
C -3.719 -1.473 -1.578 0.658 0.238 -0.383 0.4652
N -3.125 -1.735 -2.722 -0.859 1.193 1.037 -0.2981
N -2.739 -3.044 -2.727 -0.965 -0.791 2.326 -0.3171
C -3.139 -3.518 -1.555 0.640 -0.104 -1.498 0.0337
O -3.774 -2.608 -0.777 0.713 0.004 -1.046 -0.2310
O 1.267 0.079 0.248 0.519 -0.664 2.239 -0.2216
H 0.109 -4.538 0.898 0.592 0.275 0.628 0.3539
H 1.854 -4.510 1.341 -0.696 0.443 0.218 0.3401
H 0.560 -3.869 2.507 0.554 0.036 -0.698 0.3261
H 0.140 -1.937 1.203 0.663 -0.171 -1.017 0.0199
H 2.953 -2.359 1.809 -0.536 0.226 -0.432 0.3372
H 2.953 -1.807 0.078 -0.276 -0.002 0.755 0.3214
H 1.628 -0.151 2.411 -0.282 -0.479 -0.745 0.1927
H 3.996 0.827 2.065 -0.856 0.034 -0.160 0.2835
H 3.749 0.581 0.298 -0.418 0.091 0.685 0.2209
H 1.805 1.798 -0.954 0.687 -0.016 -0.010 -0.3735
H -0.525 2.165 -0.791 -0.025 -0.163 0.848 -0.1082
H -0.015 3.241 0.546 -0.237 -0.759 -0.478 -0.0809
H -0.417 0.864 2.024 -0.453 0.466 -0.590 0.0420
H -1.500 2.282 1.952 0.014 -0.746 -0.515 0.3967
H -1.777 -0.508 0.516 0.024 0.963 -0.057 -0.0794
H -2.900 0.374 1.579 0.553 0.004 -0.715 0.3405
H -3.343 2.110 -0.171 -0.056 -0.826 -0.401 0.3734
H -2.299 1.235 -1.353 -0.504 -0.097 0.590 0.2633
H -2.957 -4.558 -1.238 -0.380 0.955 0.112 0.3778
C 1.570 4.635 -2.571 -0.094 -0.353 -0.014 -0.0477
Cl 0.861 3.036 -2.773 -0.107 0.642 -0.762 -0.0661
Cl 0.691 5.562 -1.347 0.015 0.075 -0.070 -0.1463
Cl 3.282 4.510 -2.141 -0.015 0.060 -0.036 -0.1320
H 1.496 5.164 -3.514 0.039 0.008 0.129 0.3642



No. 2
17
Properties=species:S:1:pos:R:3:forces:R:3:mulliken_charge:R:1 method="wB97M-V/def2-TZVPD" relative_energy_kj_mol=382.9
C 1.822 1.527 0.379 0.046 -0.348 0.336 -0.6427
C -1.884 -1.298 -0.759 -0.060 0.178 -0.003 -0.8406
N -0.981 -0.344 -0.135 -0.428 1.198 -1.234 0.0658
C 0.241 -0.662 0.223 1.605 3.291 0.355 0.5287
C -0.914 1.147 -0.656 -2.594 -1.299 0.785 0.2356
C 0.906 -1.432 1.059 0.441 -0.058 -0.337 -0.9879
O 0.927 0.763 -0.405 0.300 -2.780 0.277 -0.3911
O -1.466 1.404 -1.692 1.008 -0.037 0.241 -0.5347
H -0.874 1.823 0.210 0.184 -0.005 -0.205 0.2932
H 2.602 0.884 0.809 -0.178 0.105 -0.079 0.2561
H 2.314 2.269 -0.254 -0.191 -0.082 -0.014 0.2553
H 1.289 2.014 1.204 0.079 0.066 -0.044 0.3019
H -1.345 -2.107 -1.252 0.113 0.026 0.035 0.3147
H -2.549 -1.722 -0.006 -0.111 0.012 -0.132 0.2585
H -2.444 -0.750 -1.517 -0.120 -0.084 0.077 0.3381
H 1.984 -1.398 1.098 -0.013 -0.057 -0.009 0.2725
H 0.373 -2.121 1.692 -0.084 -0.124 -0.052 0.2765



No. 3
97
Properties=species:S:1:pos:R:3:forces:R:3:mulliken_charge:R:1 method="wB97M-V/def2-TZVPD" total_charge=-1
C 2.192 -6.420 -0.165 -0.166 -0.970 -0.474 -0.8320
N 1.727 -5.048 -0.492 0.118 -0.390 0.586 -0.2658
C 1.876 -4.112 0.630 -0.998 -1.034 -0.061 -0.5380
N 3.249 -4.040 1.180 -1.636 1.818 0.646 0.2425
C 4.163 -3.223 0.318 0.862 0.128 0.251 -0.2810
C 5.138 -4.063 -0.573 2.840 0.223 -1.906 0.2521
O 4.922 -5.224 -0.930 -1.400 -0.199 0.921 -0.6276
O 6.210 -3.450 -0.979 -1.976 0.571 1.263 -0.8480
P 3.145 -3.097 2.669 0.915 0.894 -0.825 -0.1354
O 1.651 -2.254 2.698 0.613 -0.859 -0.010 -0.2303
I 3.024 -4.628 4.606 -0.620 -0.219 -0.257 -0.1794
H 1.327 -7.137 -0.217 0.564 0.609 0.120 0.2755
H 2.925 -6.755 -0.931 -0.277 0.347 0.718 0.2178
H 2.648 -6.535 0.842 -0.212 0.366 -0.679 0.3041
H 0.721 -5.147 -0.655 0.411 0.384 -0.099 0.2569
H 1.521 -3.111 0.269 0.253 -0.694 0.326 0.3853
H 1.197 -4.464 1.462 0.643 0.507 -0.424 0.1484
H 4.803 -2.627 1.023 -0.284 -0.464 -0.827 0.4320
H 3.614 -2.473 -0.314 0.256 -0.739 0.392 0.2401
H 1.822 -1.400 2.269 0.029 -0.286 0.182 0.2760
N -0.885 -5.971 3.227 -0.361 0.136 0.071 -0.3803
C -2.026 -6.658 3.336 0.300 0.040 -0.052 -0.3493
C -3.257 -6.075 3.593 0.012 0.034 0.018 -0.3147
C -3.310 -4.698 3.751 -0.081 0.037 0.015 -0.4301
C -2.140 -3.964 3.644 -0.057 -0.028 -0.093 -0.2641
C -0.961 -4.645 3.380 0.240 -0.295 -0.066 -0.0531
H -1.933 -7.732 3.208 -0.068 -0.005 0.002 0.3731
H -4.150 -6.682 3.669 0.032 -0.016 -0.005 0.3690
H -4.253 -4.203 3.955 0.028 0.000 -0.007 0.3942
H -2.141 -2.890 3.762 -0.006 -0.048 0.080 0.2437
H -0.021 -4.112 3.284 -0.077 0.085 0.046 0.3230
N 3.777 -0.820 -5.758 0.096 -0.072 0.194 -0.6200
C 3.813 -0.082 -4.644 -0.047 -0.049 -0.224 -0.2124
C 4.351 -0.522 -3.444 -0.039 -0.082 -0.228 -0.4984
C 4.881 -1.802 -3.388 0.092 -0.007 0.360 -0.0462
C 4.853 -2.586 -4.530 -0.061 0.091 -0.131 -0.4893
C 4.295 -2.051 -5.681 -0.097 0.217 -0.054 -0.2105
H 3.385 0.912 -4.733 0.011 0.011 0.054 0.3409
H 4.354 0.122 -2.573 -0.008 -0.009 -0.015 0.3738
H 5.311 -2.188 -2.466 0.109 -0.128 -0.003 0.5673
H 5.255 -3.591 -4.526 -0.016 0.020 0.070 0.4179
H 4.255 -2.627 -6.601 0.017 -0.043 0.031 0.3455
N -2.094 -0.880 5.141 0.166 0.424 0.116 -0.3557
C -1.358 -0.178 4.276 -0.184 -0.264 0.080 0.1072
C -0.654 0.968 4.613 -0.015 0.013 0.037 -0.5218
C -0.720 1.415 5.922 0.053 0.105 0.036 -0.3373
C -1.479 0.704 6.837 0.020 0.014 -0.057 -0.3810
C -2.141 -0.431 6.398 -0.092 -0.221 -0.190 -0.4080
H -1.339 -0.566 3.263 0.063 0.006 0.014 0.3615
H -0.070 1.495 3.869 -0.004 -0.040 -0.003 0.4383
H -0.185 2.307 6.226 -0.005 -0.032 -0.010 0.3791
H -1.555 1.023 7.869 -0.008 -0.037 -0.015 0.3590
H -2.745 -1.023 7.079 0.026 0.047 0.043 0.3604
N -1.468 0.994 -0.530 -0.126 0.278 0.143 -0.4691
C -1.498 1.208 0.787 0.065 -0.112 -0.266 -0.1712
C -2.096 2.312 1.377 -0.008 0.028 -0.040 -0.0303
C -2.695 3.251 0.552 -0.055 0.100 0.072 -0.6207
C -2.675 3.052 -0.817 -0.023 -0.120 -0.014 0.0536
C -2.054 1.912 -1.305 0.127 -0.265 0.070 -0.4052
H -1.013 0.448 1.389 -0.006 0.029 0.016 0.3234
H -2.092 2.432 2.453 -0.002 -0.038 -0.015 0.3785
H -3.172 4.128 0.973 0.025 -0.002 -0.048 0.3915
H -3.131 3.763 -1.491 0.056 0.014 0.052 0.2171
H -2.015 1.711 -2.370 -0.021 0.053 0.001 0.3452
N -0.758 -7.105 -2.214 -0.100 -0.355 -0.178 -0.3561
C -0.091 -7.356 -3.344 0.006 0.305 0.207 -0.1866
C -0.188 -8.546 -4.049 -0.067 -0.053 0.044 -0.4632
C -1.020 -9.536 -3.553 -0.006 -0.102 -0.069 -0.1506
C -1.720 -9.300 -2.381 0.025 0.007 -0.040 -0.4330
C -1.555 -8.074 -1.756 0.107 0.298 0.057 -0.2323
H 0.550 -6.553 -3.690 0.036 -0.049 -0.009 0.3870
H 0.375 -8.693 -4.961 0.015 0.036 0.034 0.3529
H -1.122 -10.481 -4.074 0.007 0.022 0.017 0.3476
H -2.380 -10.049 -1.962 0.010 0.034 0.019 0.3485
H -2.085 -7.842 -0.837 -0.007 -0.065 0.002 0.3930
N -2.739 6.337 -1.472 -0.136 0.369 -0.169 -0.2584
C -3.242 6.398 -2.708 0.118 -0.154 0.261 -0.0670
C -3.557 7.582 -3.356 0.015 0.031 0.034 -0.6236
C -3.342 8.774 -2.684 -0.031 0.101 -0.079 -0.2395
C -2.822 8.737 -1.401 -0.013 -0.037 0.057 -0.2691
C -2.538 7.500 -0.845 0.000 -0.313 -0.033 -0.2554
H -3.396 5.440 -3.193 -0.019 0.045 -0.077 0.3057
H -3.960 7.571 -4.360 0.011 -0.035 0.022 0.3480
H -3.576 9.722 -3.154 0.021 -0.012 0.037 0.4090
H -2.641 9.648 -0.845 0.012 -0.001 -0.069 0.2773
H -2.126 7.420 0.156 -0.005 0.065 -0.004 0.3578
N -1.420 11.949 -1.168 0.362 0.113 0.100 -0.4591
C -0.604 12.448 -2.101 -0.292 -0.118 0.060 -0.1076
C 0.697 12.853 -1.852 -0.004 -0.001 0.055 -0.4708
C 1.184 12.739 -0.561 0.118 0.040 0.024 -0.1189
C 0.357 12.226 0.425 0.011 0.016 -0.034 -0.5347
C -0.928 11.846 0.071 -0.232 -0.033 -0.205 -0.0345
H -1.030 12.522 -3.096 0.071 0.019 -0.016 0.3438
H 1.313 13.248 -2.649 -0.037 -0.017 -0.001 0.3460
H 2.196 13.046 -0.325 -0.030 -0.016 -0.008 0.3599
H 0.701 12.121 1.446 -0.033 -0.016 -0.019 0.3449
H -1.610 11.435 0.808 0.061 0.017 0.054 0.3512



No. 4
12
Properties=species:S:1:pos:R:3:forces:R:3:mulliken_charge:R:1 method="wB97M-V/def2-TZVPD" relative_energy_kj_mol=91.6 smiles="[O-][N+](O)=C=C(Cl)Cl.O=CCl"
O -0.798 -2.273 -1.725 0.052 -0.877 -0.345 -0.6423
N -0.901 -1.236 -1.095 0.373 0.460 -0.031 0.6920
O 0.287 -0.729 -0.537 -0.039 0.501 0.439 -0.4030
C -1.910 -0.484 -0.947 -0.065 0.294 0.203 -0.1216
C -2.969 0.117 -0.510 -0.020 -0.101 0.171 0.3311
Cl -3.747 1.403 -1.351 0.088 -0.061 -0.023 -0.1024
Cl -3.728 -0.298 0.998 0.039 -0.130 -0.202 -0.1135
H 1.009 -1.304 -0.846 -0.511 -0.227 -0.245 0.3470
O -0.335 2.651 -0.268 0.036 0.004 -0.060 -0.3414
C -0.635 2.075 0.718 0.396 -0.134 -0.234 0.1975
Cl -1.929 2.590 1.760 -0.360 0.248 0.361 -0.1390
H -0.161 1.167 1.106 0.012 0.024 -0.035 0.2956



No. 5
81
Properties=species:S:1:pos:R:3:forces:R:3:mulliken_charge:R:1 method="wB97M-V/def2-TZVPD" total_charge=-2 relative_energy_kj_mol=0.0
Pd 1.373 0.741 0.261 0.148 -0.017 0.127 -0.8073
C 1.776 -1.150 -3.130 0.051 -0.012 -0.044 -1.4376
C 2.926 -1.274 -2.135 0.043 -0.004 0.004 0.4500
C 3.740 -2.527 -2.444 -0.009 -0.021 0.003 -1.6274
P 2.230 -1.169 -0.399 -0.196 0.004 -0.060 1.6782
C 3.695 -1.736 0.601 -0.041 0.009 0.091 0.5395
C 3.287 -1.821 2.073 -0.011 -0.006 -0.042 -1.6028
C 4.832 -0.729 0.436 0.011 0.019 -0.018 -1.6273
C 1.094 -2.612 -0.382 0.216 -0.085 0.018 0.1147
C 1.513 -3.903 -0.078 -0.005 0.041 0.013 0.4342
C 0.661 -4.999 0.036 -0.054 0.017 -0.014 0.2972
C 1.180 -6.378 0.348 0.001 -0.007 -0.002 -1.6711
C -0.701 -4.748 -0.157 0.059 0.003 0.005 -0.8770
C -1.173 -3.494 -0.472 -0.025 0.059 -0.015 -0.7392
C -0.302 -2.363 -0.645 -0.030 -0.008 0.053 -0.4344
N -0.703 -1.155 -0.996 0.008 -0.065 -0.068 0.9409
C -2.029 -0.845 -1.191 0.000 0.090 -0.023 -1.6414
C -2.696 -1.125 -2.400 -0.047 -0.008 -0.017 1.6389
C -1.964 -1.878 -3.475 0.007 -0.016 0.014 -1.3117
C -3.997 -0.680 -2.600 0.002 0.007 0.001 -1.0230
C -4.681 0.052 -1.636 -0.006 -0.003 -0.022 0.8285
C -6.075 0.567 -1.889 0.005 0.003 0.000 -1.5014
C -4.017 0.324 -0.444 0.008 -0.012 0.025 -1.0949
C -2.718 -0.107 -0.205 -0.053 0.022 0.058 1.1672
C -2.018 0.206 1.086 -0.020 0.002 -0.003 -1.1965
H 2.159 -1.050 -4.153 0.004 0.008 0.007 0.6244
H 1.138 -0.303 -2.892 -0.036 0.065 0.016 -0.0586
H 1.152 -2.045 -3.084 -0.019 -0.015 -0.010 0.2401
H 3.565 -0.389 -2.223 -0.013 -0.013 -0.020 0.6871
H 3.125 -3.422 -2.304 0.010 0.025 -0.003 0.2273
H 4.622 -2.622 -1.809 0.029 -0.001 -0.007 0.3224
H 4.080 -2.513 -3.486 -0.008 -0.009 -0.014 0.5129
H 4.046 -2.713 0.264 0.006 -0.075 0.012 0.2628
H 2.910 -0.851 2.407 -0.008 0.019 0.002 0.2194
H 4.145 -2.100 2.696 0.008 -0.004 -0.005 0.4964
H 2.494 -2.553 2.225 -0.021 -0.016 0.005 0.2707
H 4.473 0.276 0.677 -0.012 -0.004 -0.002 0.1523
H 5.220 -0.711 -0.585 0.003 0.013 0.002 0.3118
H 5.662 -0.974 1.109 -0.001 -0.010 -0.001 0.4947
H 2.568 -4.082 0.106 0.060 0.021 0.021 0.0583
H 2.220 -6.332 0.682 -0.001 0.003 0.000 0.3397
H 1.150 -7.049 -0.519 -0.001 0.001 0.000 0.2826
H 0.604 -6.862 1.144 -0.002 0.000 0.000 0.3431
H -1.414 -5.564 -0.048 0.006 0.003 0.000 0.2783
H -2.239 -3.339 -0.598 -0.009 0.017 -0.001 0.3967
H -1.037 -1.359 -3.729 0.011 -0.003 -0.008 0.0953
H -2.579 -1.975 -4.373 -0.005 -0.004 -0.003 0.3939
H -1.677 -2.877 -3.136 0.013 0.010 -0.001 0.2898
H -4.490 -0.909 -3.544 -0.002 0.000 -0.004 0.2858
H -6.657 -0.135 -2.491 0.000 -0.002 -0.004 0.3680
H -6.065 1.523 -2.423 -0.004 0.001 0.001 0.2496
H -6.610 0.728 -0.951 0.000 -0.002 0.001 0.3687
H -4.527 0.893 0.330 0.002 0.002 -0.001 0.2939
H -2.712 0.621 1.819 -0.007 0.015 0.005 0.4237
H -1.207 0.924 0.929 -0.050 -0.074 0.005 0.0458
H -1.542 -0.685 1.500 -0.015 0.004 0.011 0.1912
O -0.925 5.524 2.713 -0.008 0.113 0.121 -0.7414
C -0.513 5.012 3.881 -0.001 0.049 -0.059 0.3327
C -0.789 5.731 5.049 0.003 -0.004 -0.003 -0.7084
C -0.382 5.256 6.283 -0.003 -0.002 -0.009 -0.2419
C 0.307 4.052 6.378 -0.002 -0.002 0.005 -0.6971
C 0.577 3.339 5.219 -0.005 -0.005 -0.010 -0.5186
C 0.183 3.792 3.966 0.011 -0.008 0.005 0.3981
C 0.532 2.931 2.766 -0.103 -0.040 -0.028 0.4047
O 1.132 1.868 2.940 0.031 0.021 -0.010 -0.7128
N 0.096 3.465 1.609 0.168 -0.039 -0.067 -0.6501
N 0.446 2.736 0.492 -0.074 0.121 -0.162 -0.2449
C -0.054 3.149 -0.605 0.047 -0.016 0.176 0.2873
S 0.259 2.293 -2.110 -0.008 -0.012 -0.062 0.0031
C -0.409 3.637 -3.147 -0.005 0.005 0.040 -0.6907
C -1.611 4.217 -2.428 -0.018 0.017 -0.013 -0.4785
S -1.116 4.568 -0.719 -0.015 -0.048 -0.003 -0.2019
H -0.617 4.861 2.011 -0.021 -0.113 -0.033 0.7611
H -1.328 6.666 4.954 0.000 0.002 0.000 0.3618
H -0.607 5.829 7.176 0.000 -0.001 0.003 0.3355
H 0.625 3.673 7.342 0.001 0.002 0.000 0.3772
H 1.106 2.394 5.242 0.003 -0.001 0.002 0.4278
H -0.686 3.198 -4.107 -0.008 -0.013 0.005 0.3457
H 0.349 4.406 -3.310 -0.002 0.002 0.003 0.2994
H -2.434 3.501 -2.425 0.004 -0.015 0.011 0.2311
H -1.951 5.153 -2.877 0.003 0.001 0.001 0.3564



No. 6
18
Properties=species:S:1:pos:R:3:forces:R:3:mulliken_charge:R:1 method="wB97M-V/def2-TZVPD" relative_energy_kj_mol=187.7
B 0.075 0.478 -1.103 -0.589 -2.659 2.650 0.3100
C -1.763 0.527 0.306 -2.373 0.848 2.014 -0.3356
C -0.980 -0.543 1.113 -3.109 -2.623 0.688 0.5787
C -0.594 -0.304 2.621 2.123 0.848 -0.905 -1.2501
C 2.232 -0.204 -2.073 3.337 0.736 -0.035 -0.6903
N 0.977 0.427 -2.148 -1.651 2.397 -1.655 -0.0558
O -0.982 1.137 -0.642 2.437 1.105 -2.112 -0.4078
O 0.011 -0.985 0.299 1.703 2.315 -2.579 -0.6890
H -2.581 0.078 -0.312 0.231 0.164 1.163 0.2366
H -2.121 1.409 0.949 -0.047 -1.537 -0.667 0.2050
H -1.784 -1.456 1.191 1.366 1.820 -0.067 0.1213
H -1.343 0.051 3.343 -0.243 -0.521 -0.582 0.3516
H 0.184 0.510 2.625 -0.445 -0.576 0.056 0.2933
H -0.042 -1.216 2.990 -0.866 0.838 -0.333 0.2862
H 2.560 -0.522 -3.096 -0.256 -0.036 0.988 0.2590
H 3.068 0.557 -1.692 -1.568 -1.635 -0.678 0.2351
H 2.182 -1.037 -1.378 0.152 -0.096 -0.098 0.2918
H 0.902 1.095 -2.990 -0.201 -1.391 2.151 0.2600



Total energy, respectively: -79070.927, -10912.607, -78099.744, -48337.721, -76839.910, -10571.454 eV.